# 1
This record from the Open Molecules 2025 dataset describes 2 unconnected molecules or ions with the total composition C3H11NOS. The level of theory is ωB97M-V with the def2-TZVPD basis set.

**Net charge**: 0
**SMILES**: NCCCS.O
**DFT total energy**: -17660.4947 eV
**LUMO**: 0.915 eV

Positions of all 17 atoms, in Å:
N 1.388 0.245 -1.325
C 1.211 1.636 -0.755
C -0.091 1.572 0.077
C -1.446 1.067 -0.725
S -2.947 1.043 0.361
H 0.844 0.165 -2.165
H 2.400 0.157 -1.694
H 2.164 1.842 -0.111
H 1.256 2.435 -1.476
H 0.025 0.667 0.771
H -0.103 2.648 0.626
H -1.331 -0.022 -1.098
H -1.660 1.923 -1.619
H -2.308 1.389 1.489
O 0.531 -5.565 2.776
H 0.451 -5.619 1.861
H -0.384 -5.584 3.007

---

# 2
This record from the Open Molecules 2025 dataset describes 2 unconnected molecules or ions with the total composition C3H11NOS. The level of theory is ωB97M-V with the def2-TZVPD basis set.

**Net charge**: 0
**SMILES**: CNCCS.O
**DFT total energy**: -17660.4169 eV
**LUMO**: 0.740 eV

Positions of all 17 atoms, in Å:
C 0.318 -0.694 -1.195
N -0.890 0.207 -1.093
C -0.340 1.597 -0.970
C 0.349 1.721 0.399
S -0.243 0.875 1.969
H 0.466 -0.964 -2.281
H 0.147 -1.667 -0.700
H 1.258 -0.475 -0.833
H -1.439 0.111 -1.942
H 0.302 1.886 -1.791
H -1.220 2.233 -1.122
H 1.307 1.534 0.307
H 0.500 2.888 0.499
H -1.088 0.100 1.158
O 0.548 -3.255 2.456
H 0.115 -3.092 3.319
H -0.091 -3.005 1.820

---

# 3
This record from the Open Molecules 2025 dataset describes 2 unconnected molecules or ions with the total composition C3H11NOS. The level of theory is ωB97M-V with the def2-TZVPD basis set.

**Net charge**: 0
**SMILES**: NCCCS.O
**DFT total energy**: -17660.8609 eV
**LUMO**: 0.498 eV

Positions of all 17 atoms, in Å:
N -1.367 0.473 1.264
C 0.005 0.205 1.289
C 0.797 0.224 -0.054
C 2.320 0.266 0.069
S 2.892 0.757 -1.649
H -1.766 0.521 0.404
H -1.869 -0.100 1.955
H 0.262 -0.663 1.940
H 0.504 0.965 1.904
H 0.490 1.090 -0.549
H 0.485 -0.510 -0.676
H 2.756 0.934 0.718
H 2.839 -0.794 0.278
H 3.380 1.985 -1.535
O -4.248 -2.013 -1.798
H -3.766 -1.529 -2.542
H -3.715 -1.812 -1.016

---

# 4
This record from the Open Molecules 2025 dataset describes 2 unconnected molecules or ions with the total composition C3H11NOS2. The level of theory is ωB97M-V with the def2-TZVPD basis set.

**Net charge**: 0
**SMILES**: C[C@@H](N)CSS.O
**DFT total energy**: -28496.4924 eV
**LUMO**: 0.442 eV

Positions of all 18 atoms, in Å:
C 0.386 1.293 -1.874
C 0.311 0.975 -0.319
N -0.354 2.206 0.161
C -0.485 -0.344 -0.030
S 0.633 -1.774 -0.105
S -0.324 -3.317 -1.123
H -0.507 1.838 -2.184
H 1.339 1.907 -2.110
H 0.650 0.338 -2.453
H 1.239 0.934 0.149
H -0.334 2.138 1.167
H -1.365 2.161 0.012
H -1.086 -0.360 0.930
H -1.188 -0.583 -0.807
H 0.513 -4.412 -0.878
O 0.124 -0.640 3.019
H 0.855 -1.237 2.743
H -0.407 -1.124 3.702

---

# 5
This record from the Open Molecules 2025 dataset describes 2 unconnected molecules or ions with the total composition C3H11NOS2. The level of theory is ωB97M-V with the def2-TZVPD basis set.

**Net charge**: 0
**SMILES**: NCCCSS.O
**DFT total energy**: -28497.0061 eV
**LUMO**: 0.347 eV

Positions of all 18 atoms, in Å:
N 2.142 0.915 1.947
C 2.035 0.890 0.510
C 1.249 -0.285 -0.105
C 0.128 -0.039 -1.146
S -1.268 1.058 -0.607
S -1.522 0.816 1.462
H 2.742 1.631 2.336
H 1.241 1.135 2.347
H 2.997 0.957 0.009
H 1.470 1.781 0.142
H 0.829 -0.893 0.698
H 1.995 -0.966 -0.534
H -0.272 -1.025 -1.350
H 0.520 0.556 -1.963
H -2.458 -0.112 1.529
O -0.415 -4.409 -2.560
H -1.137 -3.981 -2.143
H 0.126 -3.721 -2.974

---

# 6
This record from the Open Molecules 2025 dataset describes 2 unconnected molecules or ions with the total composition C3H11NOS2. The level of theory is ωB97M-V with the def2-TZVPD basis set.

**Net charge**: 0
**SMILES**: C[C@@H](N)CSS.O
**DFT total energy**: -28497.5481 eV
**LUMO**: 0.479 eV

Positions of all 18 atoms, in Å:
C -1.061 1.344 1.688
C -0.196 1.417 0.424
N 1.167 1.018 0.766
C -0.724 0.395 -0.579
S 0.066 0.570 -2.221
S 0.163 -1.409 -2.828
H -1.259 0.301 1.917
H -0.541 1.783 2.545
H -2.025 1.809 1.484
H -0.206 2.422 0.028
H 1.850 1.366 0.099
H 1.450 1.435 1.639
H -0.412 -0.583 -0.208
H -1.797 0.420 -0.720
H 1.464 -1.646 -2.668
O 1.041 -3.694 -0.370
H 0.189 -4.149 -0.318
H 0.832 -2.799 -0.678

---

# 7
This record from the Open Molecules 2025 dataset describes 2 unconnected molecules or ions with the total composition C3H11NOS2. The level of theory is ωB97M-V with the def2-TZVPD basis set.

**Net charge**: 0
**SMILES**: NCCCSS.O
**DFT total energy**: -28496.7020 eV
**LUMO**: 0.534 eV

Positions of all 18 atoms, in Å:
N -2.360 0.269 1.685
C -1.673 -0.753 0.852
C -0.911 0.050 -0.243
C 0.144 -0.768 -1.011
S 1.317 -1.431 0.277
S 2.128 -2.964 -0.800
H -2.742 -0.170 2.526
H -1.680 0.901 2.109
H -2.517 -1.198 0.316
H -1.107 -1.473 1.413
H -0.585 1.051 0.062
H -1.810 0.117 -0.908
H 0.683 -0.253 -1.807
H -0.260 -1.724 -1.340
H 1.925 -4.023 0.017
O 2.766 4.248 -1.067
H 3.570 4.766 -1.048
H 3.114 3.354 -1.034

---

# 8
This record from the Open Molecules 2025 dataset describes 2 unconnected molecules or ions with the total composition C3H11NP. The level of theory is ωB97M-V with the def2-TZVPD basis set.

**Net charge**: +1
**DFT total energy**: -14056.7898 eV
**LUMO (spin up / spin down)**: -4.637 / -4.135 eV

Positions of all 16 atoms, in Å:
C -1.741 -1.156 0.242
C 2.250 -1.046 -0.426
C -0.187 0.722 -0.412
N -0.870 1.901 0.172
P 1.474 0.468 0.329
H -1.628 -1.674 -0.733
H -2.614 -0.654 0.441
H -0.988 -1.229 1.003
H 1.440 -1.785 -0.172
H 3.168 -1.459 0.138
H 2.364 -0.928 -1.535
H -0.422 0.489 -1.502
H -0.580 2.745 -0.375
H -0.708 1.841 1.202
H -2.004 2.035 0.135
H 1.045 -0.273 1.492

---

# 9
This record from the Open Molecules 2025 dataset describes a gas-phase ion, C3H11NP (charge +1). The level of theory is ωB97M-V with the def2-TZVPD basis set.

**Net charge**: +1
**SMILES**: C[N+](C)(C)P
**DFT total energy**: -14059.0837 eV
**LUMO**: -5.168 eV

Positions of all 16 atoms, in Å:
C 0.442 -1.185 0.506
N -0.055 0.089 0.039
C 0.576 1.127 0.864
C 0.345 0.478 -1.350
P -2.243 0.124 -0.056
H 0.285 -2.065 -0.159
H 1.463 -1.165 0.588
H 0.152 -1.368 1.495
H 1.598 0.851 0.905
H 0.374 2.020 0.252
H 0.200 1.065 1.956
H -0.195 1.280 -1.655
H 1.352 0.794 -1.456
H 0.236 -0.457 -1.845
H -2.079 -0.739 -0.983
H -2.451 -0.849 0.900

---

# 10
This record from the Open Molecules 2025 dataset describes 2 unconnected molecules or ions with the total composition C3H11NSi. The level of theory is ωB97M-V with the def2-TZVPD basis set.

**Net charge**: 0
**SMILES**: C=[SiH2].CCN
**DFT total energy**: -12653.8845 eV
**LUMO**: 0.306 eV

Positions of all 16 atoms, in Å:
C -3.086 -1.006 0.051
Si -2.713 0.481 0.837
H -2.777 -2.007 0.084
H -4.066 -1.015 -0.659
H -3.657 1.351 0.223
H -1.644 0.919 1.768
C 2.446 1.070 -0.150
C 1.992 -0.339 -0.476
N 0.766 -0.676 0.273
H 2.093 1.454 0.764
H 3.494 1.218 -0.315
H 2.025 1.766 -0.881
H 1.948 -0.534 -1.594
H 2.769 -1.051 -0.070
H -0.063 -0.022 0.078
H 0.472 -1.609 0.066

---

Computed relative energy (zero: lowest compared OMol25 entry of this formula, charge and spin), in the same sequence as the records: 44.4 46.2 36.0 25.5 13.6 1.1 20.6 148.9 96.0 75.2 kcal/mol.